Record 1
48
Properties=species:S:1:pos:R:3:forces:R:3:mulliken_charge:R:1 method="wB97M-V/def2-TZVPD" gap_ev=3.753 total_charge=-1 fmax_ha_per_bohr=0.0392 e_homo_ev=-2.1 e_lumo_ev=1.624
C 1.343 -5.021 1.368 0.778 0.163 0.135 -1.466
C 0.485 -4.089 2.182 1.229 -1.063 0.282 0.727
C 0.711 -4.117 3.656 -0.414 -0.367 0.182 -1.394
C -0.392 -3.339 1.583 -1.305 1.067 -0.121 -0.245
C -1.608 -2.752 2.242 -0.027 0.557 -0.599 -0.722
C -2.216 -1.557 1.507 0.517 0.205 0.545 -1.341
C -1.204 -0.411 1.230 -1.685 -0.264 -1.073 1.398
C -0.554 -0.653 -0.158 0.715 0.179 1.010 -1.028
C -2.019 0.898 1.154 0.448 0.093 0.407 -1.229
C -1.221 2.153 1.559 0.155 0.124 -0.991 -1.135
C 0.206 2.243 1.029 -0.227 -0.303 0.287 0.084
C 0.345 3.247 -0.122 0.066 -0.743 0.515 -0.444
C -0.678 3.075 -1.248 0.585 0.857 -0.283 -0.557
C -0.137 2.490 -2.543 -0.938 -0.216 0.178 -1.139
I 1.449 3.627 -3.429 -0.015 -0.174 -0.010 -0.051
O 0.953 2.861 2.128 0.141 0.124 -0.116 -0.011
N 2.262 2.469 2.019 -0.339 0.007 -0.402 -0.011
O 2.990 3.407 2.117 0.419 0.036 0.372 -0.427
H 1.723 -5.821 1.998 0.059 -0.175 0.119 0.416
H 2.223 -4.545 0.934 0.079 0.139 -0.057 0.290
H 0.787 -5.489 0.568 -0.190 0.001 -0.262 0.376
H 0.809 -5.139 4.015 0.154 -0.131 0.154 0.396
H -0.094 -3.658 4.209 -0.217 0.153 0.148 0.380
H 1.613 -3.565 3.900 0.321 -0.017 0.030 0.268
H -0.268 -3.148 0.529 -0.401 -0.476 -0.435 0.348
H -2.343 -3.556 2.290 -0.218 -0.112 0.096 0.286
H -1.429 -2.433 3.263 0.207 -0.011 0.240 0.356
H -3.015 -1.172 2.137 -0.199 0.019 0.106 0.385
H -2.683 -1.842 0.565 -0.044 -0.188 -0.108 0.459
H -0.459 -0.349 2.011 0.240 0.039 0.183 0.450
H 0.482 -0.941 -0.006 0.216 -0.135 -0.240 0.254
H -0.525 0.285 -0.688 0.040 0.099 -0.292 -0.478
H -1.064 -1.426 -0.727 -0.180 -0.032 -0.161 0.541
H -2.891 0.842 1.807 -0.146 -0.046 0.096 0.417
H -2.411 0.957 0.139 -0.100 0.169 -0.137 0.235
H -1.773 3.044 1.203 -0.369 0.038 0.291 0.232
H -1.218 2.191 2.644 0.177 0.030 0.261 0.477
H 1.332 3.101 -0.556 0.250 0.264 -0.050 0.195
H 0.326 4.275 0.276 -0.192 0.156 -0.113 0.251
H -1.058 4.064 -1.497 -0.242 0.125 -0.071 0.411
H -1.545 2.483 -0.970 -0.026 -0.204 0.137 0.219
H 0.133 1.451 -2.426 0.734 -0.129 0.018 0.322
H -0.933 2.496 -3.276 -0.013 0.141 -0.362 0.532
C 2.689 2.734 -7.618 -0.029 -0.001 0.105 0.010
Br 4.456 3.256 -8.185 -0.072 -0.025 -0.003 -0.022
Br 1.350 3.236 -8.912 0.066 -0.023 0.030 -0.023
Br 2.602 0.861 -7.195 0.011 0.067 -0.045 0.000
H 2.470 3.275 -6.706 -0.020 -0.022 0.004 0.008



Record 2
56
Properties=species:S:1:pos:R:3:forces:R:3:mulliken_charge:R:1 method="wB97M-V/def2-TZVPD" gap_ev=8.346 fmax_ha_per_bohr=0.0785 smiles="O=C1C[C@@](Br)(C[C@H](O)C(F)(F)F)[C@](O)(P(O)O)N1.CCOC(C)=O.CCOC(C)=O" e_homo_ev=-8.0 e_lumo_ev=0.303
O -0.100 -6.712 0.317 0.883 3.597 -1.605 -0.557
C 0.166 -5.527 0.077 0.582 -1.401 1.795 0.545
C 0.505 -4.483 1.255 -1.608 -1.116 0.849 -0.780
C -0.481 -3.296 0.776 2.976 0.256 -0.682 0.132
Br -2.261 -3.993 1.292 0.505 0.803 -0.610 0.022
C -0.056 -1.807 1.168 -0.137 0.223 0.901 -0.074
C -0.620 -1.278 2.563 1.187 0.603 -0.790 -0.193
O -0.358 -2.259 3.583 0.191 0.955 -0.342 -0.569
C -2.133 -0.762 2.518 -0.552 0.041 1.431 0.652
F -2.634 -0.607 1.204 0.762 -0.408 2.778 -0.196
F -3.002 -1.566 3.302 1.652 1.872 -2.214 -0.250
F -2.182 0.520 3.125 -0.161 -2.252 -1.395 -0.311
C -0.100 -3.347 -0.813 0.254 -1.834 -1.772 0.417
O 1.177 -2.700 -1.131 -1.362 0.673 0.397 -0.621
P -1.278 -2.402 -2.006 -0.865 2.129 0.391 0.422
O -0.737 -2.674 -3.606 -1.707 -0.860 1.541 -0.500
O -2.900 -2.919 -1.789 1.775 -0.208 -0.273 -0.527
N 0.199 -4.782 -1.196 0.085 -0.023 1.787 -0.450
H 1.588 -4.223 1.475 -1.220 -0.078 -1.062 0.296
H 0.164 -5.059 2.190 0.255 1.360 -1.222 0.302
H 1.088 -1.819 1.275 -1.777 -0.039 -0.073 0.338
H -0.273 -1.048 0.342 0.010 -1.146 1.056 -0.057
H 0.012 -0.358 2.833 -1.276 -1.139 -0.695 0.192
H 0.555 -2.043 3.888 -1.004 -0.258 -0.244 0.438
H 1.002 -1.836 -1.582 0.136 -0.657 0.540 0.294
H -1.461 -2.343 -4.190 0.784 -0.235 0.509 0.346
H -3.205 -2.440 -0.984 0.268 -0.363 -0.691 0.339
H 1.225 -4.711 -1.370 -0.842 -0.423 -0.428 0.375
C 2.557 2.567 -0.508 0.077 -0.214 -0.077 -0.885
C 1.964 2.756 0.874 0.210 0.089 -0.375 -0.451
O 1.682 1.491 1.491 -0.465 -0.157 0.373 -0.319
C 2.583 0.760 2.168 0.182 -0.316 -0.040 0.959
C 4.037 1.118 2.073 0.359 0.443 0.411 -1.351
O 2.223 -0.218 2.786 -0.035 0.496 -0.247 -0.540
H 3.512 2.039 -0.468 -0.004 0.134 0.035 0.316
H 2.718 3.533 -0.992 -0.025 -0.038 0.035 0.386
H 1.889 1.966 -1.131 -0.044 0.122 0.050 0.169
H 2.588 3.376 1.520 0.037 -0.114 0.028 0.377
H 1.004 3.271 0.783 0.010 -0.241 0.195 0.308
H 4.505 0.515 1.292 -0.061 0.040 0.060 0.272
H 4.513 0.896 3.030 -0.090 -0.227 -0.171 0.358
H 4.223 2.172 1.878 -0.036 -0.067 -0.210 0.376
C -1.626 5.304 -2.345 0.129 -0.005 0.175 -0.928
C -2.171 4.134 -3.141 0.049 0.227 0.151 -0.394
O -1.222 3.059 -3.193 0.039 -0.194 -0.508 -0.371
C -1.085 2.122 -2.237 0.365 -0.369 0.272 0.581
C -1.754 2.330 -0.909 -0.677 -0.193 0.168 -0.212
O -0.373 1.165 -2.428 -0.188 0.651 -0.195 -0.505
H -1.432 5.028 -1.306 -0.125 0.022 -0.039 0.255
H -2.331 6.137 -2.355 0.038 -0.042 -0.015 0.360
H -0.675 5.640 -2.765 -0.126 -0.011 -0.074 0.290
H -3.136 3.786 -2.769 0.074 -0.036 0.081 0.354
H -2.332 4.449 -4.174 0.148 -0.248 0.046 0.318
H -1.043 2.784 -0.216 -0.071 -0.045 -0.048 0.033
H -2.061 1.357 -0.519 0.296 0.055 0.002 -0.167
H -2.655 2.938 -0.955 0.142 0.165 0.039 0.385